Entry from the OMol25 dataset: a structure of composition C32H16BF2N8Ti (ωB97M-V/def2-TZVPD).

Atoms and positions in Å:
C 3.849 5.521 -0.843
C -1.622 -2.873 2.580
C -3.128 -4.088 3.983
N -0.854 -1.439 1.012
C 5.927 -1.619 2.023
H 2.738 7.335 -1.218
C -2.260 -1.321 1.008
C -4.058 -2.513 2.378
H -5.240 -3.679 3.697
H -5.709 0.604 -0.728
H 5.598 0.129 0.792
C -5.271 1.593 -0.751
C -3.977 1.791 -0.312
C 3.194 -1.945 1.999
C -4.083 4.153 -0.829
H -6.997 2.572 -1.565
C 1.747 -1.863 1.818
C -2.737 -2.228 1.951
C 0.295 3.534 0.098
H -5.965 4.797 -1.632
C -2.968 0.852 0.246
C 1.378 4.397 -0.250
C 3.816 4.197 -0.484
H 5.967 -3.365 3.269
N 0.843 -2.620 2.317
N 0.826 2.328 0.371
C 2.176 2.297 0.194
C 2.668 6.295 -0.922
C 2.577 3.607 -0.180
H 4.799 5.988 -1.075
H -3.610 5.126 -0.869
H 4.724 3.609 -0.432
N -3.116 -0.423 0.367
C -5.392 3.958 -1.257
C -1.985 2.915 0.131
F 0.032 -0.384 -1.007
C -0.477 -2.351 2.010
C 2.729 -0.036 0.716
C 3.961 -2.844 2.722
C -5.978 2.695 -1.219
N 1.481 -0.799 0.915
H 3.485 -3.649 3.265
N -1.877 1.611 0.587
C -4.240 -3.433 3.364
H 7.004 -1.507 2.040
H 0.533 6.329 -0.693
N -1.062 3.803 -0.024
H -1.003 -4.306 4.086
C 5.338 -2.674 2.720
H -4.891 -2.004 1.909
C -1.846 -3.819 3.614
F 0.636 -2.572 -0.657
C 5.154 -0.707 1.316
N 2.951 1.189 0.419
H -3.324 -4.810 4.766
B 0.356 -1.388 -0.061
C 3.782 -0.891 1.297
C -3.387 3.062 -0.347
Ti -0.157 0.678 0.866
C 1.443 5.745 -0.631

Output
Molecular weight: 609.2 g/mol
HOMO-LUMO gap (alpha / beta): 5.246 / 5.135 eV
ΔE to the lowest compared entry with this formula, charge and spin: 10.2 kcal per mole
2S+1: 3
HOMO energy (alpha / beta): -0.126 / -0.125 Eh
Total energy: -74599.359 eV
Expectation value of S²: 2.008
Net charge: -1
Lowest unoccupied orbital energy (alpha / beta): 1.823 / 1.747 eV

Here are the Löwdin charges for atoms 1 to 6, given in e: atom 1 (C): -0.12, atom 2 (C): -0.11, atom 3 (C): -0.11, atom 4 (N): 0.08, atom 5 (C): -0.09, atom 6 (H): 0.08